{"formula": "C22H40Cl20N2O3P", "method": "ωB97M-V/def2-TZVPD", "elements": ["C", "C", "C", "C", "C", "C", "O", "C", "N", "C", "N", "C", "O", "C", "C", "P", "C", "O", "H", "H", "H", "H", "H", "H", "H", "H", "H", "H", "H", "H", "H", "H", "H", "H", "H", "H", "H", "H", "C", "Cl", "Cl", "H", "H", "C", "Cl", "Cl", "H", "H", "C", "Cl", "Cl", "H", "H", "C", "Cl", "Cl", "H", "H", "C", "Cl", "Cl", "H", "H", "C", "Cl", "Cl", "H", "H", "C", "Cl", "Cl", "H", "H", "C", "Cl", "Cl", "H", "H", "C", "Cl", "Cl", "H", "H", "C", "Cl", "Cl", "H", "H"], "xyz": [[-1.71838, 3.65797, 2.77894], [-0.79578, 3.17563, 1.76094], [0.24210, 1.95833, 2.06891], [0.36523, 0.92645, 0.79631], [1.02752, 1.86501, -0.33514], [0.02043, 2.28506, -1.53227], [-0.43148, 1.14008, -2.33127], [-1.16393, 0.43741, 0.65491], [-1.22481, -1.00863, 0.20733], [-0.03105, -1.56865, 0.44123], [0.34373, -2.97353, 0.10415], [-0.30787, -3.81208, 0.90351], [-0.54642, -4.65611, 1.80313], [1.00432, -0.51229, 1.13926], [1.11630, -1.01553, 2.67642], [2.68712, -1.02409, 0.40163], [4.00739, 0.30951, 0.65349], [3.29716, -2.39225, 1.30210], [-1.25320, 3.79804, 3.82717], [-2.80702, 3.94280, 2.57001], [-0.83076, 3.74771, 0.75949], [1.26513, 2.33446, 2.43243], [-0.23073, 1.39153, 2.97080], [1.96035, 1.41679, -0.84788], [1.39217, 2.86645, 0.13591], [0.60823, 2.96934, -2.26356], [-0.91581, 2.85058, -1.18608], [-1.36946, 1.34515, -2.55779], [-1.72850, 0.53180, 1.66858], [-1.88269, 0.97033, -0.06764], [-2.05328, -1.47880, -0.21665], [2.16778, -0.77629, 3.09293], [1.06137, -2.17968, 2.64643], [0.25416, -0.66723, 3.35241], [5.03348, -0.24188, 0.62341], [4.04220, 1.10921, -0.16997], [3.89749, 0.83369, 1.67514], [2.80099, -3.20569, 1.04594], [-4.23512, 2.34073, 5.63435], [-3.03307, 1.15030, 5.11450], [-3.52551, 3.95322, 5.76979], [-5.04310, 2.36971, 4.90362], [-4.62778, 2.04512, 6.60706], [3.38841, -1.73704, -3.50073], [3.05793, -0.03696, -3.14912], [4.89025, -2.26674, -2.73406], [2.56612, -2.34234, -3.12365], [3.47688, -1.86493, -4.57954], [-2.84976, -2.66678, 3.24510], [-4.11209, -1.85914, 2.30649], [-1.74942, -1.49186, 3.97734], [-3.31618, -3.25532, 4.03480], [-2.28195, -3.32053, 2.58538], [-1.77597, -5.02372, -2.60201], [-3.40416, -5.56585, -3.01780], [-1.69225, -4.49198, -0.91288], [-1.07899, -5.84866, -2.74863], [-1.50497, -4.19018, -3.24880], [-3.69324, 4.36015, 9.66443], [-3.58567, 6.10567, 9.41143], [-5.16108, 3.69833, 8.93404], [-2.82543, 3.88222, 9.21038], [-3.70830, 4.15745, 10.73497], [3.07170, 2.32435, -6.38207], [1.77646, 3.13061, -7.27450], [4.19093, 3.49847, -5.67970], [2.63302, 1.73029, -5.58071], [3.62082, 1.67560, -7.06415], [0.72440, -0.08632, -9.22981], [1.67415, 1.01798, -10.22902], [1.38061, -0.18991, -7.58961], [-0.30200, 0.27613, -9.17791], [0.74333, -1.07778, -9.68170], [0.12046, -3.48016, -6.11015], [-1.50678, -4.03012, -6.52502], [0.20631, -2.95428, -4.42346], [0.82146, -4.30069, -6.26192], [0.38703, -2.64207, -6.75297], [5.82897, -1.76220, 3.77732], [5.49895, -0.06284, 4.14118], [7.32994, -2.29822, 4.53982], [5.00532, -2.37050, 4.14999], [5.91722, -1.88264, 2.69787], [-4.63874, 1.33227, -1.42086], [-3.64550, 2.42927, -2.38851], [-4.04377, 1.23117, 0.24207], [-5.66412, 1.70083, -1.40844], [-4.60916, 0.33928, -1.86888]], "atomic_forces_ev_per_a": [[2.92, -1.10, -1.73], [-1.98, 0.99, 1.91], [-0.24, 0.32, 1.26], [-1.19, 0.70, 1.44], [-0.27, 0.17, -1.45], [0.49, 0.46, -0.55], [-0.55, 0.85, 0.96], [-1.98, 1.17, -0.59], [3.45, -0.72, 0.93], [-0.60, 0.46, -0.32], [-3.29, 0.45, 4.49], [2.68, -2.31, 3.62], [1.12, 5.58, -6.09], [-0.03, -1.39, 0.84], [-0.22, -0.60, 0.25], [1.14, -1.14, -2.31], [0.70, 0.21, 1.45], [-1.11, 1.42, -0.17], [-1.53, -1.26, -1.40], [2.13, 0.55, 0.10], [-0.34, -1.89, 1.23], [-1.27, -0.60, -0.83], [0.87, 1.05, -1.58], [-1.64, 0.38, 0.89], [-0.71, -1.86, -0.68], [-0.88, -0.91, 1.41], [1.53, -0.73, -0.17], [1.04, -0.29, 0.09], [1.18, -0.41, -1.55], [2.05, -0.52, 1.08], [0.95, 0.49, 0.51], [-1.86, -0.13, -0.58], [0.13, 2.04, 0.23], [1.91, -0.32, -1.27], [-1.88, 0.86, 0.12], [-0.43, -1.48, 1.09], [0.41, -0.73, -1.54], [0.55, 1.05, -0.04], [-0.26, 0.10, 0.10], [-0.20, 0.00, 0.01], [-0.11, 0.02, 0.05], [0.24, 0.01, 0.04], [0.20, 0.08, -0.12], [-0.05, -0.22, -0.03], [-0.10, 0.12, -0.20], [-0.04, -0.06, -0.04], [0.19, 0.18, 0.08], [0.07, 0.12, 0.19], [-0.14, -0.28, 0.08], [0.03, -0.03, -0.11], [-0.35, -0.47, 0.10], [0.05, 0.21, -0.10], [-0.17, 0.18, 0.18], [-0.18, -0.30, -0.81], [0.17, 0.05, 0.03], [-1.32, -0.68, -0.90], [-0.14, 0.11, 0.21], [-0.19, -0.18, 0.32], [0.28, -0.05, 0.13], [0.08, -0.07, 0.03], [-0.07, -0.14, 0.09], [-0.21, 0.13, -0.04], [-0.12, 0.09, -0.20], [0.04, -0.21, 0.01], [-0.02, 0.13, 0.06], [0.03, -0.09, 0.07], [0.04, 0.19, -0.09], [-0.08, 0.23, 0.05], [-0.21, 0.01, -0.39], [-0.10, -0.14, -0.01], [-0.09, -0.38, 0.16], [0.24, 0.04, 0.09], [0.12, 0.18, 0.12], [0.12, -0.14, -0.48], [0.07, 0.00, 0.01], [0.24, 0.26, 0.00], [-0.18, 0.09, 0.15], [-0.12, -0.04, 0.22], [-0.04, -0.29, -0.15], [-0.15, 0.06, -0.04], [-0.08, -0.05, -0.07], [0.17, 0.17, 0.01], [0.03, 0.09, 0.20], [-0.34, -0.15, -0.15], [-0.03, -0.01, -0.07], [-0.94, 0.08, 0.02], [0.24, 0.05, 0.03], [0.08, 0.19, 0.09]], "lumo_energy_ev": -3.539, "multiplicity": 1, "energy_ha": -10742.18393, "homo_energy_ha": -0.3956, "charge": 1, "gap_ha": 0.2655}

***

{"formula": "C22H41BrNP3RuS", "method": "ωB97M-V/def2-TZVPD", "elements": ["Ru", "P", "P", "P", "H", "C", "C", "H", "C", "C", "C", "C", "C", "C", "C", "C", "C", "H", "H", "H", "H", "H", "H", "H", "H", "H", "H", "H", "H", "H", "H", "H", "H", "H", "H", "H", "H", "H", "H", "H", "H", "H", "H", "H", "H", "H", "C", "C", "C", "C", "C", "C", "S", "H", "H", "H", "H", "H", "H", "Br", "C", "C", "C", "C", "N", "C", "H", "H", "H", "H"], "xyz": [[-0.04851, 0.57335, 0.79822], [1.67156, 1.80689, 1.50155], [-1.47322, 0.75508, 2.59812], [-1.05205, 2.30103, -0.27571], [0.46348, -4.05936, -6.03217], [0.57553, -3.07522, -6.50423], [1.79504, -2.52408, -6.51995], [2.62124, -3.02156, -5.99533], [3.06787, 0.75242, 2.09227], [1.34993, 2.95528, 2.89598], [2.53404, 2.83799, 0.24076], [-2.91999, -0.35023, 2.30899], [-0.92667, 0.16039, 4.25516], [-2.24212, 2.37310, 3.08644], [-0.63857, 2.48390, -2.08118], [-0.86739, 4.03013, 0.26368], [-2.86999, 2.05317, -0.44368], [-0.30443, -2.66776, -7.00652], [2.03200, -1.62348, -7.08850], [3.23638, -0.04861, 1.36000], [2.83635, 0.27803, 3.05646], [4.00285, 1.32517, 2.20021], [0.93932, 2.42472, 3.76822], [0.62731, 3.73129, 2.60590], [2.27608, 3.46597, 3.20930], [3.02397, 2.18586, -0.49695], [3.30183, 3.45987, 0.73189], [1.82672, 3.49173, -0.28505], [-3.63141, -0.26575, 3.14321], [-2.54058, -1.38119, 2.24976], [-3.41592, -0.08979, 1.36531], [-1.66373, 0.45208, 5.01811], [0.05122, 0.59188, 4.50942], [-0.85147, -0.93397, 4.22873], [-2.88459, 2.17298, 3.95777], [-2.84840, 2.80215, 2.27912], [-1.45485, 3.08615, 3.37866], [-1.28480, 3.27405, -2.48775], [-0.82553, 1.55022, -2.63252], [0.41613, 2.77371, -2.19319], [-1.54121, 4.62797, -0.37014], [0.16912, 4.35873, 0.11149], [-1.15139, 4.14361, 1.31688], [-3.21623, 2.74257, -1.23119], [-3.40385, 2.27035, 0.49031], [-3.08426, 1.01552, -0.75102], [0.37814, -1.10631, -2.30826], [-0.99623, -1.24758, -2.56740], [-1.34876, -2.25336, -3.46042], [-0.41546, -3.19109, -3.87688], [0.92300, -3.14695, -3.45952], [1.34709, -2.01118, -2.78369], [1.10618, 0.20828, -1.34866], [-0.34120, 0.19170, -0.87716], [-1.80091, -0.59485, -2.19996], [-2.36654, -2.31481, -3.82427], [-0.73933, -3.91829, -4.62131], [1.61570, -3.94705, -3.74632], [2.39439, -1.77739, -2.60307], [0.15655, -5.29288, -0.19332], [0.46386, -3.91589, 1.07554], [1.16776, -4.16518, 2.25223], [1.42489, -3.07899, 3.09862], [1.03274, -1.80560, 2.68587], [0.36626, -1.56392, 1.54301], [-0.02156, -2.63088, 0.80350], [1.45785, -5.18164, 2.48000], [1.93216, -3.12723, 4.05877], [1.23954, -0.92332, 3.30630], [-0.65291, -2.47194, -0.06046]], "atomic_forces_ev_per_a": [[0.66, -2.63, 0.46], [3.33, 2.02, 1.12], [-2.50, 0.20, 3.10], [-2.14, 2.62, -2.87], [0.10, 0.36, -0.63], [-1.24, -1.04, 0.33], [1.36, 0.47, 0.05], [-0.30, 0.29, -0.34], [-0.05, -0.29, 0.05], [-0.10, 0.22, 0.13], [-0.08, 0.01, 0.14], [0.18, 0.11, -0.11], [0.10, -0.01, -0.06], [0.21, -0.23, -0.08], [-0.14, 0.29, 0.23], [-0.21, 0.08, 0.15], [-0.05, 0.18, -0.04], [0.36, 0.00, 0.10], [-0.12, -0.17, 0.22], [0.01, 0.17, 0.14], [0.09, 0.30, -0.31], [-0.44, 0.02, -0.08], [0.20, 0.09, -0.33], [0.26, -0.24, 0.02], [-0.24, -0.27, -0.22], [-0.11, 0.19, 0.24], [-0.29, -0.25, -0.19], [0.35, -0.20, 0.13], [0.17, -0.04, -0.24], [-0.21, 0.27, 0.01], [0.03, -0.14, 0.30], [0.22, -0.08, -0.25], [-0.31, -0.18, 0.10], [-0.01, 0.32, 0.11], [0.16, 0.15, -0.31], [0.20, -0.08, 0.37], [-0.36, -0.25, -0.05], [0.21, -0.15, 0.07], [0.04, 0.44, 0.18], [-0.37, -0.09, -0.08], [0.25, -0.05, 0.29], [-0.46, 0.03, 0.10], [0.08, 0.12, -0.34], [-0.05, -0.26, 0.34], [0.08, -0.13, -0.40], [0.06, 0.42, 0.11], [1.70, 0.01, 0.04], [-0.54, -0.69, -0.98], [-0.53, 0.95, 0.75], [-0.44, -0.60, -1.16], [1.14, 0.58, -0.09], [-0.54, -0.44, -0.12], [-0.34, -1.37, -0.89], [0.38, 0.24, -0.16], [0.67, -0.09, -0.03], [0.00, -0.08, 0.09], [-0.05, -0.17, 0.85], [-0.25, 0.40, 0.15], [-0.17, -0.39, 0.10], [-0.05, 0.31, 0.37], [-0.41, 0.35, -0.16], [-0.12, 0.51, 0.12], [-0.23, 0.45, -0.38], [0.19, 0.03, 0.00], [-0.71, -1.40, 0.01], [1.18, -0.33, 0.31], [0.18, 0.06, 0.14], [-0.05, -0.46, -0.23], [0.01, -0.63, -0.37], [0.06, 0.15, -0.03]], "lumo_energy_ev": [-8.250, -12.577], "multiplicity": 6, "energy_ha": -5007.62867, "homo_energy_ha": [-0.5323, -0.6258], "charge": 3, "gap_ha": [0.2291, 0.1636]}

***

{"formula": "C22H41BrNP3SSn", "method": "ωB97M-V/def2-TZVPD", "elements": ["Sn", "P", "P", "P", "H", "C", "C", "H", "C", "C", "C", "C", "C", "C", "C", "C", "C", "H", "H", "H", "H", "H", "H", "H", "H", "H", "H", "H", "H", "H", "H", "H", "H", "H", "H", "H", "H", "H", "H", "H", "H", "H", "H", "H", "H", "H", "C", "C", "C", "C", "C", "C", "S", "H", "H", "H", "H", "H", "H", "Br", "C", "C", "C", "C", "N", "C", "H", "H", "H", "H"], "xyz": [[-0.23537, 0.29241, -0.16021], [2.69107, 0.35554, 0.70018], [0.45346, -0.81733, -2.43740], [-0.07106, 1.17584, 2.68413], [-5.50048, -2.57799, 0.14046], [-5.23513, -1.77646, 0.83689], [-5.18999, -0.49366, 0.43289], [-5.16327, -0.22088, -0.62778], [3.44819, -1.15082, 1.41055], [3.91518, 0.48863, -0.66571], [3.65410, 1.53802, 1.73675], [-0.59397, -1.48641, -3.74217], [1.74532, -0.02604, -3.45394], [1.40461, -2.31701, -1.89879], [-1.72271, 1.21302, 3.44931], [0.52911, 2.80741, 3.29378], [0.81378, 0.06560, 3.85340], [-5.26476, -1.99588, 1.90823], [-5.30883, 0.32115, 1.13990], [4.51268, -0.91120, 1.53008], [3.33883, -1.99538, 0.72421], [3.01142, -1.39925, 2.38055], [4.87981, 0.67600, -0.17027], [3.68058, 1.35305, -1.29839], [4.01857, -0.42422, -1.25957], [4.70090, 1.30942, 1.49911], [3.51683, 1.41164, 2.81472], [3.44029, 2.57157, 1.43644], [0.00700, -1.70150, -4.64929], [-1.35001, -0.74270, -4.00659], [-1.09819, -2.41099, -3.43767], [2.09382, -0.79315, -4.17024], [2.60072, 0.32115, -2.85427], [1.31519, 0.83105, -3.99376], [1.74014, -2.83310, -2.83148], [0.74155, -2.98120, -1.30882], [2.29472, -2.03383, -1.28906], [-1.60029, 1.45830, 4.50742], [-2.22515, 0.24283, 3.37651], [-2.33334, 1.98223, 2.96527], [0.16307, 2.90488, 4.32866], [0.09307, 3.60935, 2.67345], [1.62911, 2.86926, 3.27636], [0.46072, 0.33654, 4.86078], [1.90835, 0.18562, 3.79750], [0.54815, -0.98130, 3.63921], [-2.61227, -1.82279, 0.04581], [-2.29918, -2.67959, 1.11326], [-2.04082, -4.00860, 0.83279], [-2.40354, -4.53271, -0.40013], [-2.76025, -3.68645, -1.46715], [-2.89169, -2.31466, -1.23732], [-2.82367, -0.06337, 0.36279], [-2.25032, -0.01845, 1.59469], [-2.30536, -2.22956, 2.09781], [-1.67116, -4.64819, 1.63446], [-2.43930, -5.62140, -0.50050], [-2.99590, -4.11759, -2.44988], [-3.24099, -1.65315, -2.04534], [-0.00110, 3.46686, -4.96554], [0.23504, 3.49887, -3.04613], [1.08131, 4.45155, -2.46891], [1.36427, 4.30137, -1.09529], [0.79082, 3.25323, -0.37633], [-0.05041, 2.33789, -0.93899], [-0.43415, 2.54041, -2.24776], [1.49123, 5.27140, -3.06474], [2.04459, 4.99770, -0.55149], [0.96933, 3.10813, 0.69796], [-1.21425, 1.91890, -2.66538]], "atomic_forces_ev_per_a": [[0.79, 1.33, 1.11], [2.07, -0.87, -0.56], [2.28, -2.06, -0.96], [0.03, 0.27, 1.35], [0.62, 0.11, 0.22], [-1.17, -0.27, 0.46], [0.09, 0.65, -0.28], [-0.54, -0.12, 0.30], [-0.73, -0.42, 0.16], [-0.25, 0.30, -0.69], [-0.82, 0.95, 0.52], [-1.21, 0.01, -0.18], [0.09, 1.11, 0.32], [-0.21, 0.10, 0.44], [-0.30, -0.13, -0.47], [0.11, 0.27, -0.83], [0.08, -0.46, -0.60], [0.00, -0.10, -0.36], [-0.09, 0.01, 0.01], [-0.26, -0.17, 0.01], [0.06, 0.01, 0.24], [0.17, -0.14, -0.10], [-0.35, -0.18, -0.48], [0.25, -0.18, -0.04], [-0.17, 0.18, 0.00], [-0.41, 0.14, 0.25], [-0.14, 0.10, -0.20], [0.19, -0.13, 0.23], [-0.03, 0.25, 0.64], [-0.06, -0.15, -0.21], [0.12, 0.28, 0.05], [-0.26, 0.29, 0.34], [-0.40, -0.15, -0.28], [0.24, -0.26, -0.02], [-0.27, 0.35, 0.74], [0.44, 0.16, -0.33], [-0.67, -0.23, -0.50], [-0.09, -0.04, -0.08], [-0.04, 0.10, 0.28], [-0.06, -0.06, 0.16], [0.19, -0.02, -0.34], [0.21, -0.14, 0.45], [-0.46, 0.02, 0.01], [0.19, -0.10, -0.28], [-0.50, -0.04, 0.06], [0.16, 0.25, 0.26], [-0.04, -0.82, -0.18], [0.43, 1.30, -0.77], [-0.59, -0.32, 0.76], [0.23, -0.13, -0.57], [-0.38, -0.32, 0.43], [0.46, 0.35, -0.30], [0.94, -0.33, -0.58], [-0.70, -0.21, -0.14], [0.46, -0.42, 0.27], [-0.34, -0.02, -0.21], [0.31, 0.40, -0.27], [-0.01, 0.26, 0.51], [0.25, -0.28, 0.38], [-0.08, 0.05, 1.37], [-0.93, -0.36, -0.59], [0.00, -0.52, 0.81], [0.01, 0.37, 0.27], [0.08, -0.40, -0.01], [-0.30, 0.97, -1.07], [1.70, 0.60, 0.17], [0.02, -0.34, 0.20], [-0.72, -0.53, -0.61], [0.18, 0.10, -0.61], [0.08, -0.20, -0.05]], "lumo_energy_ev": [-14.854, -14.854], "multiplicity": 1, "energy_ha": -5126.57813, "homo_energy_ha": [-0.7332, -0.7331], "charge": 4, "gap_ha": [0.1873, 0.1873]}